# 1
{
  "formula": "C5H12N2O2",
  "method": "the ωB97M-V functional and the def2-TZVPD basis",
  "symbols": ["C", "N", "N", "C", "C", "H", "H", "H", "H", "H", "H", "H", "H", "C", "C", "O", "O", "H", "H", "H", "H"],
  "positions_angstrom": [[-0.29596, 0.96055, -1.48255], [0.57701, 0.30155, -0.50126], [1.87132, 0.12640, -1.08818], [0.59437, 0.92972, 0.86319], [0.40294, 2.24398, 1.10741], [2.48956, 0.82524, -0.67431], [2.22498, -0.77322, -0.76072], [1.28503, 0.37892, 1.49096], [-0.01825, 2.01046, -1.54427], [-1.33603, 0.90587, -1.16879], [-0.18828, 0.46912, -2.44511], [0.65484, 2.60848, 2.09187], [-0.27268, 2.85296, 0.52741], [-1.32610, -2.36621, 0.05280], [-0.16268, -1.38824, 0.15163], [-1.17594, -0.11666, 0.98459], [0.88819, -1.96567, 0.26853], [-1.39919, -0.12769, 1.92180], [-2.26167, -1.91979, -0.26678], [-1.06902, -3.20917, -0.59141], [-1.48244, -2.74659, 1.06317]],
  "forces_ev_per_a": [[-0.2, 0.3, 0.3], [-1.5, 0.1, 0.1], [-0.1, 0.1, 0.6], [1.7, 1.7, -1.4], [-0.3, -1.0, 0.0], [-0.2, 0.0, -0.1], [-0.3, -0.2, 0.1], [-0.4, -0.3, 0.1], [0.1, 0.1, -0.3], [0.1, -0.1, 0.2], [0.2, 0.0, 0.1], [0.1, 0.1, 0.0], [0.2, 0.1, -0.2], [-1.0, 0.5, -1.3], [0.5, -1.7, 0.6], [0.3, -0.8, -0.1], [0.0, 1.1, 1.1], [0.3, -0.4, 0.1], [0.0, 0.1, -0.1], [0.1, 0.1, 0.0], [0.2, 0.2, 0.0]],
  "lowdin_charge": [-0.046, -0.276, 0.091, -0.216, -0.002, 0.095, 0.078, 0.121, 0.079, 0.089, 0.090, 0.045, 0.046, -0.020, -0.322, -0.202, 0.041, 0.057, 0.073, 0.084, 0.093],
  "gap_ev": 8.93,
  "max_force_ev_per_a": 2.8,
  "total_energy_ev": -12449.4922,
  "relative_energy_kj_mol": 626.2,
  "total_charge": 0,
  "e_lumo_ha": 0.0258
}

# 2
{
  "formula": "C5H12N2O2P",
  "method": "the ωB97M-V functional and the def2-TZVPD basis",
  "symbols": ["C", "C", "C", "C", "C", "N", "N", "O", "O", "P", "H", "H", "H", "H", "H", "H", "H", "H", "H", "H", "H", "H"],
  "positions_angstrom": [[2.10411, -1.10708, -1.50315], [-0.08247, 0.64435, -1.34570], [0.17933, 1.47809, 0.95854], [1.09197, 0.36822, 1.38304], [-1.51877, -1.43839, 0.01890], [-0.71453, 0.82797, -0.14867], [-1.61992, -0.07447, 0.43857], [3.54679, -0.75046, 0.70182], [2.70136, 1.32252, -0.67238], [2.33321, -0.18704, 0.02070], [1.67902, -2.22783, -1.29801], [0.38586, 1.55792, -1.77141], [0.41620, -0.23533, -1.77747], [-0.47347, 1.72138, 1.91892], [0.47442, 2.38826, 0.46324], [1.68415, 0.67891, 2.25806], [0.48100, -0.44134, 1.69530], [-2.23246, -1.73357, -0.80640], [-0.47766, -1.56932, -0.30532], [-1.60780, -2.24294, 0.91035], [-2.60325, 0.22978, 0.26176], [3.09211, 0.87248, -1.49170]],
  "forces_ev_per_a": [[-1.4, -1.5, 1.3], [-0.3, 1.1, -1.3], [-3.4, -1.1, 0.5], [2.2, 1.2, -1.0], [0.5, -2.6, 0.7], [0.4, 1.4, 1.6], [-1.8, 0.1, 0.0], [-0.4, 0.2, 0.6], [0.4, -1.9, -0.4], [1.3, 0.0, -0.4], [0.8, 2.4, -0.2], [-0.3, -0.6, 0.7], [-0.6, -0.7, 0.0], [0.8, -0.2, -2.2], [1.0, 0.1, 0.3], [0.2, -0.2, -0.4], [-0.5, -0.9, 0.2], [0.8, 0.2, 0.8], [-0.4, -0.3, -0.3], [-0.2, 1.9, -1.7], [1.3, 0.1, 0.1], [-0.6, 1.2, 0.9]],
  "lowdin_charge": [-0.242, -0.108, -0.201, -0.250, -0.165, -0.253, -0.133, -0.442, -0.311, 0.398, -0.037, 0.064, -0.036, 0.128, 0.089, 0.080, 0.051, 0.077, 0.035, 0.103, 0.116, 0.039],
  "gap_ev": [6.82, 6.55],
  "max_force_ev_per_a": 3.6,
  "total_energy_ev": -21738.9867,
  "relative_energy_kj_mol": 695.1,
  "total_charge": -1,
  "e_lumo_ha": [0.1363, 0.1321]
}